51
Properties=species:S:1:pos:R:3:forces:R:3:nbo_charge:R:1 method="wB97M-V/def2-TZVPD" e_lumo_ev=0.546 multiplicity=1 homo_lumo_gap_ev=8.2 smiles="C=C(C)[C@H]1Cc2c(ccc3c2O[C@@H]2COc4cc(OC)c(OC)cc4[C@H]2C3=O)O1" e_above_lowest_kcal_mol=5.1 total_charge=0 e_homo_ev=-7.63 largest_force_ha_per_bohr=0.0184
H -6.39547 -3.05058 2.26920 0.02 -0.03 -0.02 0.1747
C 1.95894 3.38283 -1.46659 -0.12 0.00 0.08 -0.4452
H 1.27203 3.40176 -2.31488 0.01 0.09 0.01 0.2277
H 1.56474 4.04330 -0.69366 -0.01 0.04 -0.03 0.2259
H 3.94520 3.50700 -5.31399 -0.06 0.12 -0.21 0.1974
C 3.06388 -0.49548 -0.19131 -0.16 0.16 -0.03 -0.0981
H 3.77246 4.61815 -1.30830 -0.06 -0.13 -0.07 0.1925
C -1.63406 -1.43484 1.38575 -0.14 0.38 -0.29 -0.1397
O -4.63370 -4.14338 2.37590 0.42 0.10 0.05 -0.4795
C 3.40127 3.76597 -1.89252 -0.15 0.44 -0.23 0.0684
H 3.37879 -1.47717 0.12894 0.02 -0.08 0.03 0.2366
H 1.96670 5.63223 -3.30775 -0.12 0.09 0.02 0.2141
C 0.81203 -1.14894 0.60008 -0.32 0.13 0.16 0.5956
H -1.03153 -5.79152 4.28845 0.06 0.07 -0.02 0.1979
C -0.96057 0.36234 -0.17739 -0.43 -0.37 0.20 0.0844
H -2.67824 1.57717 -0.70341 0.06 -0.04 0.09 0.2034
C 1.70747 -0.18273 -0.04814 0.14 0.08 -0.18 -0.2909
H -5.98171 -3.98620 0.80526 0.01 0.01 0.04 0.1759
H 3.61773 6.23646 -3.24174 0.01 0.11 0.05 0.2179
O -2.23530 -4.54462 3.29732 -0.30 0.12 -0.16 -0.4982
C -5.94600 -3.97826 1.89957 -0.21 0.03 -0.07 -0.2509
C 1.23676 1.08001 -0.46031 0.42 -0.24 -0.04 0.3580
H -0.39396 -2.69399 2.56422 0.06 -0.09 0.03 0.2401
H -0.23449 -4.95880 2.92811 -0.01 0.02 0.02 0.1820
C 3.91344 3.25487 -4.26817 0.06 -0.09 0.04 -0.3950
H -0.56913 -4.07877 4.44526 0.00 -0.01 -0.04 0.1715
C 3.97600 0.40336 -0.69938 0.21 0.13 -0.09 -0.3050
H -6.50678 -4.82837 2.28494 0.00 0.08 -0.05 0.2006
C 3.47134 4.11076 -3.36300 0.07 -0.02 0.22 0.0006
C -2.39661 -3.43526 2.52187 0.02 0.03 0.05 0.3080
C -0.94041 -4.84555 3.75668 0.16 -0.03 0.06 -0.2521
H -2.34203 1.47726 1.04609 0.00 -0.05 -0.06 0.1736
C 3.49939 1.65473 -1.07164 -0.86 -0.28 0.29 0.3563
H 2.96281 5.63760 -4.77055 -0.04 0.06 -0.07 0.2234
H 5.01967 0.15920 -0.80355 0.14 -0.05 0.00 0.2297
C -2.92508 -1.20962 0.93138 0.21 -0.18 0.26 0.3626
O 4.24677 2.65181 -1.57481 0.31 -0.20 -0.03 -0.4656
C 2.15141 1.98751 -0.95813 0.23 0.15 -0.08 -0.1046
C -1.39527 -2.53937 2.20368 -0.27 -0.38 0.20 -0.2679
H 4.27403 2.27862 -3.99536 0.09 -0.17 0.12 0.2092
H -4.92888 -1.88221 0.86231 -0.16 -0.03 -0.01 0.2297
H -0.27576 0.16128 1.85069 0.02 0.06 -0.14 0.2370
C -2.35640 0.91380 0.10223 0.47 0.35 -0.11 -0.0669
O -0.07246 1.43795 -0.41364 0.15 0.25 0.05 -0.4809
C -3.94845 -2.10193 1.24960 -0.09 -0.04 -0.03 -0.3655
C -0.51621 -0.49909 1.00292 -0.03 -0.16 -0.11 -0.3554
C 2.97356 5.48380 -3.69570 0.07 -0.14 0.00 -0.6435
H -1.00931 -0.26892 -1.08134 0.03 0.11 0.11 0.1877
C -3.70217 -3.21728 2.02577 0.08 -0.03 0.04 0.2743
O 1.11635 -2.29675 0.82876 0.06 -0.02 -0.01 -0.5489
O -3.29279 -0.13014 0.16029 -0.09 -0.35 -0.04 -0.5031